No. 1
{
  "formula": "C4H6F2S",
  "method": "the ωB97M-V functional and the def2-TZVPD basis",
  "elements": ["C", "C", "C", "C", "F", "F", "S", "H", "H", "H", "H", "H", "H"],
  "coordinates": [[-0.7649, -1.0567, -0.6301], [-0.5982, 0.2017, -0.7332], [-0.8351, 1.5978, -1.2591], [1.0143, -0.0600, 1.5764], [2.2862, 0.4688, 1.6255], [0.3139, 0.4803, 2.6476], [0.9799, -1.9680, 1.7001], [-0.4343, -1.7405, 0.1472], [-1.2379, -1.5689, -1.5388], [-1.9552, 1.5748, -1.4829], [-0.4532, 2.3455, -0.6110], [-0.2031, 1.7425, -2.1024], [1.8876, -2.0173, 0.6606]],
  "e_tot_ha": -753.72513,
  "largest_force_ev_per_a": 3.354,
  "orbital_gap_ev": [7.117, 8.918],
  "spin_multiplicity": 1,
  "lumo_ev": [-0.55, 0.30]
}



No. 2
{
  "formula": "C4H6F3KO2",
  "method": "the ωB97M-V functional and the def2-TZVPD basis",
  "elements": ["K", "C", "O", "O", "C", "F", "F", "F", "C", "C", "H", "H", "H", "H", "H", "H"],
  "coordinates": [[-3.2100, -0.7087, -2.2216], [-1.0382, -0.6522, 0.7212], [-0.3568, -0.2034, -0.4129], [-2.0889, -1.5020, 0.2382], [0.0332, -1.2169, 1.7460], [0.8651, -0.4049, 2.4791], [-0.6239, -1.9693, 2.6327], [0.8865, -1.9867, 1.0630], [0.3235, 1.1047, -0.4023], [1.3155, 1.0944, -1.5699], [0.9783, 1.2334, -2.5971], [2.1024, 1.8237, -1.3776], [1.7306, 0.0904, -1.6578], [0.9082, 1.1094, 0.5176], [-0.3448, 1.9644, -0.3537], [-1.4808, 0.2239, 1.1951]],
  "e_tot_ha": -1205.73483,
  "largest_force_ev_per_a": 3.077,
  "total_charge": 1,
  "orbital_gap_ev": [10.315, 7.751],
  "spin_multiplicity": 2,
  "lumo_ev": [-4.13, -6.72]
}



No. 3
{
  "formula": "C4H6F3NO2",
  "method": "the ωB97M-V functional and the def2-TZVPD basis",
  "elements": ["C", "C", "C", "C", "N", "O", "O", "F", "F", "F", "H", "H", "H", "H", "H", "H"],
  "coordinates": [[1.2965, -0.5040, -1.2548], [0.0695, 1.5933, 1.6472], [0.2476, 0.2926, -0.5463], [-1.5346, -0.9121, -0.4740], [0.6830, 0.5377, 0.7234], [1.2596, -1.8279, -1.3273], [2.2103, 0.1135, -1.7250], [-1.5929, -1.7869, -1.5587], [-1.6624, -1.7431, 0.6086], [-2.4782, 0.0374, -0.6083], [0.2104, 1.3902, 2.7031], [0.5434, 2.5102, 1.4319], [-0.9777, 1.6668, 1.4190], [-0.0832, 1.0455, -1.1974], [0.4629, -2.2553, -0.9217], [1.3459, -0.1580, 1.0803]],
  "e_tot_ha": -660.78655,
  "largest_force_ev_per_a": 4.214,
  "orbital_gap_ev": 9.531,
  "spin_multiplicity": 1,
  "lumo_ev": 0.61
}



No. 4
{
  "formula": "C4H6F3O",
  "method": "the ωB97M-V functional and the def2-TZVPD basis",
  "elements": ["C", "C", "C", "C", "O", "F", "F", "F", "H", "H", "H", "H", "H", "H"],
  "coordinates": [[1.4139, -0.0864, 0.1102], [2.0534, 0.7329, -0.7752], [1.5409, -0.5915, 1.3525], [-2.3110, -0.3450, -0.2422], [-1.4801, 0.4971, -0.8448], [-3.3511, -0.6260, -0.9132], [-2.5698, 0.0866, 0.9991], [-1.6245, -1.4911, -0.0308], [0.3250, -0.0618, -0.4100], [2.4597, -0.9152, 1.8790], [2.6854, 1.4785, -0.3048], [2.0193, 0.7122, -1.7896], [0.6418, -0.9039, 1.9310], [-1.8029, 1.5135, -0.9612]],
  "e_tot_ha": -530.45686,
  "largest_force_ev_per_a": 4.682,
  "total_charge": 1,
  "orbital_gap_ev": 9.244,
  "spin_multiplicity": 1,
  "lumo_ev": -7.48
}



No. 5
{
  "formula": "C4H6FN",
  "method": "the ωB97M-V functional and the def2-TZVPD basis",
  "elements": ["F", "C", "C", "C", "C", "N", "H", "H", "H", "H", "H", "H"],
  "coordinates": [[1.7131, 1.5315, -0.5542], [1.5957, 0.6116, 0.4260], [0.6090, -0.2245, 0.5510], [-0.5501, -0.3537, -0.3465], [-1.9716, -0.2270, 0.1255], [-1.3683, -1.5167, -0.0372], [2.4493, 0.8079, 1.1096], [0.6470, -0.9274, 1.3677], [-0.4200, -0.1256, -1.4034], [-2.6978, 0.0362, -0.6315], [-2.1580, 0.1564, 1.1184], [-1.7585, -1.9537, -0.8488]],
  "smiles": "F/C=C\\[C@@H]1CN1",
  "e_tot_ha": -310.56157,
  "largest_force_ev_per_a": 2.786,
  "orbital_gap_ev": 10.446,
  "spin_multiplicity": 1,
  "lumo_ev": 1.12
}



No. 6
{
  "formula": "C4H6FN2",
  "method": "the ωB97M-V functional and the def2-TZVPD basis",
  "elements": ["C", "C", "C", "C", "N", "N", "F", "H", "H", "H", "H", "H", "H"],
  "coordinates": [[-1.1975, 1.0899, 0.8699], [-1.6156, 0.1671, -0.0291], [0.4847, -0.1131, -0.0469], [1.7467, -0.6759, -0.3946], [0.1914, 0.9439, 0.7157], [-0.6593, -0.6572, -0.4455], [-3.3851, -0.3240, -0.6243], [-1.6533, 1.8754, 1.4782], [2.2138, -1.2474, 0.3768], [1.4944, -1.3762, -1.1749], [2.4206, 0.1579, -0.7991], [0.7865, 1.6109, 1.1036], [-0.8272, -1.4514, -1.0300]],
  "e_tot_ha": -365.02144,
  "largest_force_ev_per_a": 6.952,
  "total_charge": 1,
  "orbital_gap_ev": 9.509,
  "spin_multiplicity": 1,
  "lumo_ev": -5.77
}